Arrangement a

DFT (ωB97M-V/def2-TZVPD) results for a cluster of 2 separate species, CH2F2N2 in total.

Structure (XYZ):
```
7
CH2F2N2 ωB97M-V/def2-TZVPD
C -0.7386 -0.1034 0.0824
N 0.5355 0.5125 -0.2413
N 0.4856 -0.0833 0.9100
F 0.8703 1.8604 -0.3209
F 1.5707 -1.9030 -0.3244
H -1.5673 0.4973 0.6362
H -1.1563 -0.7804 -0.7419
```

The value obtained for the LUMO energy (spin up / spin down) is -3.573 / -3.581 eV. For the HOMO-LUMO gap (spin up / spin down), the calculation gives 6.70 / 6.72 eV. As for the net charge: 0.



Arrangement b

DFT (ωB97M-V/def2-TZVPD) results for a cluster of 2 separate species, CH2F2N2 in total.

Structure (XYZ):
```
7
CH2F2N2 ωB97M-V/def2-TZVPD
C 0.7120 0.3977 0.2609
N 1.4176 0.0875 1.2455
N -0.6030 0.1821 -0.0852
F 1.4019 0.6614 -0.8977
F -0.9535 -1.8536 -0.1005
H -1.2374 0.3058 0.6984
H -0.7377 0.2191 -1.1214
```

The value obtained for the LUMO energy (spin up / spin down) is -2.621 / -1.870 eV. For the HOMO-LUMO gap (spin up / spin down), the calculation gives 8.82 / 8.90 eV. As for the net charge: 0.



Order of stability, best first: arrangement b, arrangement a



Arrangement a

DFT (ωB97M-V/def2-TZVPD) results for a structure of composition C40H53Cl3N2OSiSnTe.

Structure (XYZ):
```
102
C40H53Cl3N2OSiSnTe ωB97M-V/def2-TZVPD
Sn 1.0931 0.4339 1.0585
Cl 6.2026 -3.9453 -2.7385
C 4.9262 -2.9359 -2.1231
C 4.7368 -2.8299 -0.7576
C 3.7154 -2.0274 -0.2854
Cl 3.5047 -1.8648 1.4315
C 2.8366 -1.3210 -1.1252
O 1.8342 -0.6129 -0.6922
C 3.0984 -1.4534 -2.5028
Cl 2.0698 -0.5972 -3.6035
C 4.1150 -2.2432 -3.0040
H 5.3767 -3.3603 -0.0673
H 4.2651 -2.3196 -4.0714
C 0.2783 -3.6111 -2.3994
C -0.3360 -2.9295 -1.1744
C -1.8630 -3.0156 -1.2616
C 0.1698 -3.5022 0.1377
C 0.6107 -4.8194 0.1946
C 1.0018 -5.3958 1.3902
C 0.9392 -4.6576 2.5546
C 0.5121 -3.3312 2.5568
C 0.4267 -2.6685 3.9307
C 0.9592 -1.2414 4.0752
C -0.9884 -2.7671 4.5142
C 0.1469 -2.7577 1.3296
N -0.2751 -1.3806 1.3123
C -1.5158 -1.1370 1.6313
C -1.9841 0.1525 1.9251
C -3.2588 0.5674 2.3477
C -3.1225 1.8961 2.7083
C -1.7636 2.2424 2.4967
N -1.0822 1.1960 2.0208
C -1.1332 3.5784 2.8128
C -2.0152 4.7091 2.2688
C -1.0220 3.7131 4.3392
C 0.2603 3.6899 2.1984
H 0.0602 -3.0234 -3.2930
H -0.1397 -4.6086 -2.5551
H 1.3622 -3.7024 -2.3142
H -0.0475 -1.8815 -1.2029
H -2.1923 -4.0549 -1.1867
H -2.2062 -2.6140 -2.2175
H -2.3571 -2.4455 -0.4729
H 0.6461 -5.4068 -0.7123
H 1.3469 -6.4215 1.4135
H 1.2350 -5.1114 3.4935
H 1.0645 -3.2892 4.5658
H 0.2463 -0.4917 3.7287
H 1.9090 -1.1105 3.5519
H 1.1441 -1.0338 5.1313
H -1.6797 -2.1013 3.9958
H -0.9828 -2.4725 5.5658
H -1.3729 -3.7853 4.4446
H -2.2060 -1.9749 1.7235
H -4.1472 -0.0445 2.3956
H -3.8940 2.5455 3.0915
H -3.0229 4.6660 2.6838
H -2.0945 4.6522 1.1816
H -1.5852 5.6781 2.5315
H -2.0079 3.6882 4.8059
H -0.5392 4.6571 4.6026
H -0.4301 2.8946 4.7530
H 0.2295 3.5100 1.1195
H 0.9494 2.9706 2.6435
H 0.6638 4.6901 2.3686
C 1.3150 4.0930 -6.4751
C 0.8265 3.3386 -5.2697
C -0.0929 2.3063 -5.3879
C -0.5609 1.6061 -4.2791
C -1.5190 0.4633 -4.5119
C -0.0833 1.9598 -3.0116
Te -0.8601 0.9227 -1.3357
C 0.8670 2.9734 -2.8675
C 1.4533 3.3557 -1.5342
C 1.2969 3.6522 -4.0009
H 0.8885 3.6896 -7.3924
H 2.4020 4.0401 -6.5529
H 1.0428 5.1478 -6.4094
H -0.4600 2.0319 -6.3708
H -1.8975 0.4871 -5.5331
H -2.3714 0.4886 -3.8298
H -1.0155 -0.4952 -4.3583
H 1.6911 2.4695 -0.9450
H 0.7645 3.9755 -0.9524
H 2.3742 3.9204 -1.6723
H 2.0350 4.4395 -3.8881
C -5.0234 3.5824 -0.8517
Si -3.8322 2.5290 -1.8459
C -3.5338 3.3364 -3.5052
C -4.5193 0.7910 -2.0366
C -2.2508 2.4517 -0.8399
H -5.8746 3.9024 -1.4573
H -4.5290 4.4803 -0.4711
H -5.4061 3.0263 0.0071
H -4.4559 3.3541 -4.0912
H -2.7692 2.8229 -4.0917
H -3.2057 4.3701 -3.3701
H -5.5911 0.7755 -1.8281
H -4.0354 0.1046 -1.3374
H -4.3762 0.3931 -3.0441
H -1.7130 3.4022 -0.8428
H -2.5299 2.2384 0.1940
```

The value obtained for the LUMO energy is 0.160 eV. For the HOMO-LUMO gap, the calculation gives 7.88 eV. As for the net charge: 0.



Arrangement b

DFT (ωB97M-V/def2-TZVPD) results for a structure of composition C40H53Cl3N2OSiSnTe.

Structure (XYZ):
```
102
C40H53Cl3N2OSiSnTe ωB97M-V/def2-TZVPD
Sn 0.3128 0.6153 0.2422
Cl 7.0431 -0.4948 3.6516
C 5.6440 -0.2468 2.6463
C 4.3811 -0.3826 3.1871
C 3.2778 -0.1840 2.3753
Cl 1.6928 -0.3619 3.0821
C 3.3795 0.1500 1.0138
O 2.3694 0.3322 0.2011
C 4.6941 0.2779 0.5238
Cl 4.8900 0.6992 -1.1469
C 5.8096 0.0855 1.3139
H 4.2499 -0.6392 4.2283
H 6.7979 0.1949 0.8909
C 1.9470 -2.2834 -1.5724
C 1.4091 -1.9635 -2.9725
C -0.0572 -2.3824 -3.1139
C 1.7227 -0.5407 -3.4214
C 2.6488 -0.3898 -4.4483
C 3.0115 0.8594 -4.9280
C 2.4557 1.9914 -4.3673
C 1.5322 1.8975 -3.3293
C 0.9804 3.1742 -2.7204
C 2.1169 4.0595 -2.2095
C 0.0995 3.9316 -3.7177
C 1.1632 0.6268 -2.8809
N 0.1308 0.5356 -1.8812
C -1.1225 0.5657 -2.2834
C -2.2018 0.4571 -1.4188
C -3.5845 0.4666 -1.6909
C -4.2163 0.3199 -0.4763
C -3.2003 0.2229 0.5167
N -1.9986 0.3005 -0.0552
C -3.4367 0.0481 2.0004
C -4.1981 1.2761 2.5184
C -4.2819 -1.2152 2.2157
C -2.1325 -0.0863 2.7768
H 2.1500 -3.3529 -1.4841
H 1.2184 -2.0340 -0.7984
H 2.8621 -1.7368 -1.3596
H 1.9666 -2.5926 -3.6707
H -0.6944 -1.9111 -2.3653
H -0.1400 -3.4627 -2.9686
H -0.4472 -2.1477 -4.1063
H 3.0927 -1.2779 -4.8815
H 3.7288 0.9449 -5.7343
H 2.7420 2.9687 -4.7350
H 0.3534 2.9211 -1.8624
H 2.7778 4.3619 -3.0248
H 2.7193 3.5308 -1.4686
H 1.7109 4.9625 -1.7546
H 0.6654 4.2039 -4.6111
H -0.2811 4.8476 -3.2616
H -0.7531 3.3273 -4.0357
H -1.3101 0.6431 -3.3525
H -4.0391 0.5688 -2.6646
H -5.2793 0.2804 -0.2979
H -5.1505 1.4004 1.9997
H -3.6051 2.1817 2.3740
H -4.4024 1.1666 3.5859
H -5.2379 -1.1517 1.6937
H -4.4844 -1.3497 3.2805
H -3.7534 -2.1003 1.8532
H -1.5457 0.8317 2.7160
H -1.5328 -0.9204 2.4132
H -2.3545 -0.2678 3.8308
C -0.8440 8.3985 -1.6926
C -0.5711 7.1161 -0.9544
C 0.5848 6.9481 -0.2057
C 0.8539 5.7684 0.4834
C 2.1564 5.6598 1.2356
C -0.0849 4.7272 0.4275
Te 0.2508 3.0361 1.6694
C -1.2688 4.8788 -0.3058
C -2.3354 3.8207 -0.3599
C -1.4802 6.0679 -0.9954
H 0.0494 9.0193 -1.7498
H -1.6217 8.9772 -1.1900
H -1.1891 8.2020 -2.7085
H 1.3139 7.7506 -0.1680
H 2.7612 6.5520 1.0775
H 2.7268 4.7898 0.9083
H 1.9961 5.5452 2.3086
H -1.9202 2.8163 -0.4015
H -2.9769 3.9617 -1.2297
H -2.9644 3.8634 0.5334
H -2.3903 6.1769 -1.5769
C -1.4468 -5.5325 2.0768
Si -0.9518 -4.7293 0.4606
C 0.6468 -5.4992 -0.1333
C -2.3050 -4.9686 -0.8034
C -0.7255 -2.9155 0.7472
H -1.5709 -6.6115 1.9514
H -2.3898 -5.1234 2.4465
H -0.6864 -5.3684 2.8440
H 0.6304 -6.5835 0.0015
H 1.5011 -5.1039 0.4213
H 0.8142 -5.2941 -1.1930
H -2.4411 -6.0265 -1.0407
H -2.0733 -4.4419 -1.7329
H -3.2581 -4.5848 -0.4303
H -1.4330 -2.1758 0.3863
H 0.0305 -2.5263 1.4250
```

The value obtained for the LUMO energy (spin up / spin down) is -1.321 / -0.518 eV. For the HOMO-LUMO gap (spin up / spin down), the calculation gives 6.52 / 6.65 eV. As for the net charge: 0.



Order of stability, best first: arrangement a, arrangement b



Arrangement a

DFT (ωB97M-V/def2-TZVPD) results for the molecule C4H7N.

Structure (XYZ):
```
12
C4H7N ωB97M-V/def2-TZVPD
C 0.1977 -1.9978 -1.2482
C -0.3625 -1.1117 -0.1554
C 0.2899 0.0401 0.0627
N 0.0647 1.0287 1.0216
C -0.1496 2.2396 0.6938
H 0.6241 -1.5675 -2.1537
H -0.6890 -2.4685 -1.6982
H 0.8139 -2.8100 -0.8640
H -1.2620 -1.4846 0.3128
H 0.7799 0.3645 -0.8489
H -0.6989 2.3570 -0.2524
H 0.4036 3.0332 1.1878
```

The value obtained for the LUMO energy is 0.389 eV. For the HOMO-LUMO gap, the calculation gives 8.64 eV. As for the net charge: 0.



Arrangement b

DFT (ωB97M-V/def2-TZVPD) results for the molecule C4H7N.

Structure (XYZ):
```
12
C4H7N ωB97M-V/def2-TZVPD
N 0.4247 -1.6264 -0.8470
C -0.0572 -0.5496 -0.1105
C -1.3680 -0.5209 0.3139
C 0.4643 1.7389 0.6360
C 0.8660 0.5524 0.1858
H -0.2114 -2.0333 -1.5134
H 1.3772 -1.5326 -1.1647
H -1.5586 -0.1948 1.3285
H -2.1959 -0.7001 -0.3474
H 1.0312 2.5892 0.9916
H -0.5988 1.8558 0.8352
H 1.8264 0.4215 -0.3080
```

The value obtained for the LUMO energy is 0.642 eV. For the HOMO-LUMO gap, the calculation gives 8.07 eV. As for the net charge: 0.



Order of stability, best first: arrangement b, arrangement a



Arrangement a

DFT (ωB97M-V/def2-TZVPD) results for the molecule C4H7N.

Structure (XYZ):
```
12
C4H7N ωB97M-V/def2-TZVPD
C -1.0409 -1.2087 0.0056
C 0.9398 0.4456 -0.3894
C 0.0237 1.1385 0.5284
C 0.0776 -0.3731 0.5768
N 1.7759 0.4271 -1.3037
H 1.9853 1.3262 -1.7416
H -0.7729 1.6015 -0.0638
H 0.4447 1.7093 1.3440
H 0.5334 -0.7914 1.4670
H -0.6548 -2.1706 -0.3305
H -1.8090 -1.3869 0.7572
H -1.5027 -0.7174 -0.8501
```

The value obtained for the LUMO energy is 1.079 eV. For the HOMO-LUMO gap, the calculation gives 9.86 eV. As for the net charge: 0.



Arrangement b

DFT (ωB97M-V/def2-TZVPD) results for the molecule C4H7N.

Structure (XYZ):
```
12
C4H7N ωB97M-V/def2-TZVPD
C -0.8278 0.5043 0.7240
C -0.2167 -0.7246 -0.0221
C 0.6163 -0.6434 -1.2310
C 1.0600 -0.5938 -2.4188
H -0.1132 1.9201 1.9242
H 1.2466 0.5268 1.6037
H -1.4560 1.0116 -0.1076
H -1.5652 0.0116 1.4606
H 0.0678 -1.5263 0.6732
H -1.0143 -1.1268 -0.7141
H 1.8976 -0.6257 -3.1368
N 0.3050 1.2661 1.2447
```

The value obtained for the LUMO energy is 0.923 eV. For the HOMO-LUMO gap, the calculation gives 10.20 eV. As for the net charge: 0.



Arrangement c

DFT (ωB97M-V/def2-TZVPD) results for the molecule C4H7N.

Structure (XYZ):
```
12
C4H7N ωB97M-V/def2-TZVPD
C -0.7324 0.7826 0.9714
C -0.6604 -0.4394 0.0130
C 0.4396 -0.3585 -1.0384
C 1.8509 -0.4330 -0.4698
N 2.9223 -0.5483 -0.0328
H 0.1561 0.8748 1.5961
H -1.5911 0.8725 1.6368
H -0.8759 1.7667 0.5253
H -1.6279 -0.3891 -0.4864
H -0.6001 -1.4000 0.5246
H 0.3394 0.5540 -1.6262
H 0.3796 -1.2823 -1.6136
```

The value obtained for the LUMO energy is 0.862 eV. For the HOMO-LUMO gap, the calculation gives 12.44 eV. As for the net charge: 0.



Arrangement d

DFT (ωB97M-V/def2-TZVPD) results for the molecule C4H7N.

Structure (XYZ):
```
12
C4H7N ωB97M-V/def2-TZVPD
C -2.4242 -0.1122 -0.1185
C 0.0522 -0.1016 -0.0950
C 0.6661 1.1393 -0.5314
C 0.8037 -1.3132 0.3622
N -1.1954 0.0007 0.1027
H -3.1932 0.2547 0.5171
H 0.0004 1.5032 -1.3410
H 1.6939 1.2925 -0.9309
H 0.6435 1.9583 0.3671
H 0.4321 -1.6479 1.3613
H 1.8288 -0.8607 0.6248
H 0.6921 -2.1132 -0.3184
```

The value obtained for the LUMO energy is 0.838 eV. For the HOMO-LUMO gap, the calculation gives 8.23 eV. As for the net charge: 0.



Order of stability, best first: arrangement c, arrangement a, arrangement d, arrangement b



Arrangement a

DFT (ωB97M-V/def2-TZVPD) results for the molecule C3H6N2S.

Structure (XYZ):
```
12
C3H6N2S ωB97M-V/def2-TZVPD
C 3.2673 0.3487 -0.0792
C -0.1157 -0.2879 0.1108
C -1.3588 0.5825 0.2189
H 3.2840 1.2381 -0.8721
H 3.3860 0.8860 1.0623
H 4.1715 -0.2655 -0.0079
H 2.2972 -1.6235 -0.0403
H -0.4783 -1.4725 0.3792
H -1.4287 1.8545 -0.0622
N 2.1448 -0.5745 -0.0546
N 1.0833 0.1767 -0.0253
S -2.7866 -0.1058 -0.0877
```

The value obtained for the LUMO energy is -0.546 eV. For the HOMO-LUMO gap, the calculation gives 7.87 eV. As for the net charge: 0.



Arrangement b

DFT (ωB97M-V/def2-TZVPD) results for the molecule C3H6N2S.

Structure (XYZ):
```
12
C3H6N2S ωB97M-V/def2-TZVPD
C -0.6760 1.2188 -0.1771
C -0.3455 -1.2196 -0.0267
C 1.5867 0.3317 0.1785
H -1.4064 1.1943 -0.8989
H -1.0940 1.3419 0.8890
H -0.0317 2.1343 -0.5530
H 0.5000 -1.9015 0.0508
H -1.7789 -2.5411 0.2071
H 1.6442 1.4143 0.7051
N 0.2006 0.1534 -0.1183
N -1.5513 -1.4659 -0.1028
S 2.9524 -0.6606 -0.1538
```

The value obtained for the LUMO energy is -0.192 eV. For the HOMO-LUMO gap, the calculation gives 8.68 eV. As for the net charge: 0.



Arrangement c

DFT (ωB97M-V/def2-TZVPD) results for a structure of composition C3H6N2S.

Structure (XYZ):
```
12
C3H6N2S ωB97M-V/def2-TZVPD
C 0.5358 1.5804 -0.0292
C 1.0336 -0.8716 -0.0915
C -1.7539 -1.0227 0.1047
H 1.3378 1.7303 -0.8314
H -0.4487 2.1207 -0.0257
H 1.0496 1.7767 0.8940
H 0.4031 -1.6658 -0.4931
H -2.6936 -1.3994 -0.3078
H -1.4044 -1.5177 1.3008
N 0.2572 0.0977 0.1893
N -1.0571 -0.1868 -0.6092
S 2.7406 -0.6417 -0.1008
```

The value obtained for the LUMO energy is 0.192 eV. For the HOMO-LUMO gap, the calculation gives 8.56 eV. As for the net charge: 0.



Order of stability, best first: arrangement b, arrangement c, arrangement a



Arrangement a

DFT (ωB97M-V/def2-TZVPD) results for the molecule C3H6N2S.

Structure (XYZ):
```
12
C3H6N2S ωB97M-V/def2-TZVPD
C 0.4217 -0.5233 1.0378
C 0.5436 0.8919 0.5749
C 0.6361 0.6390 -0.9176
H -0.9106 -2.0627 1.3369
H -1.6540 -0.6151 0.7750
H 1.0625 -2.0397 2.0668
H 1.3577 1.3021 1.2870
H -0.3769 1.2919 0.8767
H 1.4247 0.3412 -1.5102
N -0.7048 -1.2107 0.6820
N 1.3169 -1.0120 1.8060
S -0.9248 0.7060 -1.6512
```

The value obtained for the LUMO energy is -0.742 eV. For the HOMO-LUMO gap, the calculation gives 8.14 eV. As for the net charge: 0.



Arrangement b

DFT (ωB97M-V/def2-TZVPD) results for the molecule C3H6N2S.

Structure (XYZ):
```
12
C3H6N2S ωB97M-V/def2-TZVPD
C 2.0275 -1.1569 -0.1348
C 1.4257 0.9801 0.0448
C -0.7524 -0.1168 0.4048
H 2.8430 -2.0027 0.1390
H 1.4388 -1.4490 -1.0347
H 1.2536 -1.5095 0.6991
H 1.5469 2.1410 -0.1392
H -0.5303 1.7323 -0.3316
H -0.5213 -1.1485 0.7887
N 2.3073 0.2008 -0.0574
N -0.0348 0.8987 0.0513
S -2.3839 -0.2312 -0.1230
```

The value obtained for the LUMO energy is -0.016 eV. For the HOMO-LUMO gap, the calculation gives 8.50 eV. As for the net charge: 0.



Order of stability, best first: arrangement a, arrangement b